Record 1
Below is a molecular structure, C3H5AuO4, with properties calculated with ωB97M-V with the def2-TZVPD basis set.

Last column: natural (NBO) charge in e.
Positions of all 13 atoms, in Å:
C -1.993156 0.260263 0.200012  -0.27
O -0.621256 0.502913 -0.014491  -0.56
C 0.100039 -0.523981 -0.744144  0.13
O 1.304222 0.025074 -1.028861  -0.38
Au 0.883306 1.785279 -0.530094  0.89
H -2.388663 1.088481 0.797551  0.24
H -2.533900 0.212419 -0.758381  0.21
H -2.133711 -0.684108 0.747948  0.22
H -0.496769 -0.771935 -1.646529  0.27
H 0.168705 -1.408726 -0.078469  0.25
O 2.262407 0.934780 1.251598  -0.57
C 2.569757 -0.150042 0.912718  1.01
O 2.879015 -1.270421 0.891141  -0.43

Forces on the atoms, in the same order (eV/Å):
C -1.8504 -0.0827 0.0469
O 0.1867 -2.2248 -0.0881
C -1.8299 -0.9500 0.8816
O -0.0470 -3.2919 -1.6350
Au 0.6598 7.1324 -0.5322
H 0.2016 -0.2389 -0.1734
H 0.1933 0.0619 0.2958
H 0.1957 0.2975 -0.1198
H 0.5359 -0.0964 -0.0195
H 0.2597 0.0495 -0.4081
O 0.8096 -0.7497 -0.3776
C 1.0630 -0.9990 3.2012
O -0.3780 1.0921 -1.0717

Summary:
Relative energy (zero: lowest compared OMol25 entry of this formula, charge and spin): 0.00 kcal per mole
⟨S²⟩: 3.760
Total charge: +1
Spin multiplicity: 4
E_HOMO (spin up / spin down): -12.5880 / -16.2613 eV
Molecular weight: 302.036 u
HOMO-LUMO gap (spin up / spin down): 9.40 / 6.98 eV
DFT total energy: -553.4227 a.u.

=====

Record 2
Below is a molecular structure, C40H36ClN3Si2Yb, with properties calculated with ωB97M-V with the def2-TZVPD basis set.

Last column: Löwdin charge in e.
Positions of all 83 atoms, in Å:
C -1.523471 -0.917159 3.459404  -0.24
C -2.241122 -0.461870 2.325612  -0.20
C -2.746926 -1.609297 1.648894  -0.20
H -2.452694 0.577087 2.073230  0.11
C -2.327754 -2.769130 2.359140  -0.19
C -1.582948 -2.335888 3.486933  -0.21
H -1.165335 -2.973177 4.261777  0.11
H -1.058215 -0.292070 4.201829  0.08
H -3.422396 -1.599548 0.788962  0.11
H -2.611663 -3.800047 2.124551  0.12
Yb -0.107263 -1.695115 1.554819  1.47
Si 1.403086 2.314375 -1.097255  0.76
C 0.002371 3.474153 -1.503960  -0.32
C 0.265215 4.575492 -2.329020  -0.11
H 1.274209 4.711904 -2.726513  0.10
C -0.728581 5.512958 -2.606690  -0.08
H -0.504354 6.382968 -3.223130  0.11
C -2.016813 5.374075 -2.083674  -0.07
H -2.784119 6.130607 -2.268307  0.11
C -2.302845 4.270942 -1.278892  -0.07
H -3.294299 4.151738 -0.841268  0.11
C -1.291262 3.361552 -0.966300  -0.13
H -1.543524 2.539617 -0.289776  0.07
C 0.733990 0.512375 -1.077928  -0.34
C -0.638937 0.215543 -1.197807  -0.16
H -1.336006 1.012799 -1.444144  0.10
C -1.187247 -1.096090 -1.122701  -0.23
H -2.272142 -1.213255 -1.062427  0.13
C -0.306145 -2.234483 -1.018558  -0.35
H -0.689314 -3.248731 -0.904872  0.14
C 1.100581 -1.906149 -1.285183  -0.30
H 1.803101 -2.733861 -1.410191  0.12
C 1.590777 -0.587601 -1.058920  -0.14
H 2.665466 -0.465512 -0.910022  0.13
H 1.740487 2.556719 0.325090  -0.03
Si -0.123687 -1.554922 -2.716029  0.73
C 0.123995 -2.973558 -3.996961  -0.22
C -0.514580 -2.864687 -5.245999  -0.09
H -1.290698 -2.112027 -5.387284  0.10
C -0.131767 -3.681591 -6.316554  -0.07
H -0.608666 -3.547544 -7.290097  0.11
C 0.848893 -4.662069 -6.144400  -0.07
H 1.156302 -5.283784 -6.986250  0.11
C 1.434144 -4.817856 -4.888152  -0.08
H 2.196387 -5.584977 -4.738414  0.11
C 1.079074 -3.989040 -3.817472  -0.09
H 1.568782 -4.124005 -2.854783  0.09
C -0.375857 -0.094010 -3.934796  -0.25
C -1.638971 0.459754 -4.189264  -0.10
H -2.547504 -0.031266 -3.823187  0.11
C -1.735960 1.666905 -4.886668  -0.07
H -2.721198 2.116334 -5.056035  0.11
C -0.578575 2.300880 -5.338375  -0.08
H -0.647602 3.271608 -5.824788  0.11
C 0.672377 1.709422 -5.150566  -0.07
H 1.582979 2.190718 -5.513532  0.11
C 0.769657 0.497361 -4.465126  -0.09
H 1.752638 0.036527 -4.318160  0.12
H 2.576709 2.652369 -1.819278  -0.03
Cl 2.124614 -2.619432 1.737806  -0.05
C 1.336357 -3.113442 7.822926  -0.06
C 1.380018 -1.738776 8.090734  -0.07
C 1.455532 -0.834734 7.037924  -0.02
C 1.424712 -1.316244 5.716100  -0.27
C 1.439272 -2.699737 5.441848  -0.05
C 1.381946 -3.588202 6.503449  -0.07
N 1.354836 -0.444260 4.624385  0.08
N 1.618706 0.770900 4.968198  0.08
C 1.164449 1.720157 4.075430  -0.32
C 1.416739 3.067919 4.419855  0.01
C 0.886417 4.059451 3.616157  -0.04
C 0.130435 3.666914 2.499296  -0.05
C -0.052286 2.302073 2.248303  -0.18
N 0.480682 1.317048 2.978070  0.10
H 1.290148 -3.816596 8.651795  0.11
H 1.379184 -1.350921 9.107380  0.11
H 1.516940 0.246650 7.174965  0.11
H 1.515405 -2.988888 4.388037  0.05
H 1.363400 -4.655869 6.302147  0.11
H 2.003193 3.207169 5.327909  0.12
H 1.052805 5.108188 3.856476  0.12
H -0.296573 4.401612 1.815131  0.11
H -0.657693 1.982525 1.395142  0.07

Forces on the atoms, in the same order (eV/Å):
C -0.5508 -0.2141 0.1344
C -0.2418 -0.3726 -0.0018
C 0.0072 0.0114 0.0345
H 0.1578 -0.3514 0.0355
C -0.1132 0.0322 -0.2316
C 0.0552 0.0323 0.0656
H -0.0508 0.1499 -0.1786
H 0.0165 -0.0546 -0.0637
H 0.3709 -0.0319 0.3568
H 0.2116 0.4705 0.0844
Yb -0.0605 1.1791 -0.3146
Si -1.5404 -0.6185 1.7408
C -0.2521 0.2540 -0.1818
C -0.1223 0.0198 0.0377
H -0.3463 0.0129 -0.0178
C -0.1699 0.2611 -0.0186
H 0.0221 -0.2245 0.1164
C 0.2084 -0.1846 0.0383
H 0.2961 -0.3022 -0.0596
C 0.2422 0.1545 0.2252
H 0.2359 0.0136 -0.1326
C -0.2289 -0.0336 -0.1190
H 0.0734 0.3700 -0.2282
C 3.1540 -0.0178 0.5398
C -2.5590 -1.3111 0.1554
H 0.1279 -0.3550 0.0022
C -0.7968 2.6041 1.5291
H 0.4417 -0.0642 -0.3371
C -1.8815 -2.2682 3.2742
H 0.1258 0.1959 0.0922
C 0.9390 -0.5290 -2.8415
H -0.3451 0.4527 0.2279
C 0.2196 2.6065 1.5462
H -0.2239 0.0605 -0.1018
H 0.2083 0.0391 -0.0524
Si 1.5882 -1.2768 -5.6593
C -0.2284 0.0610 0.6273
C 0.3865 -0.1826 -0.0082
H 0.2731 -0.1537 -0.1028
C -0.1903 -0.0183 0.1230
H 0.1338 -0.0781 0.3136
C -0.1836 0.3908 0.1875
H -0.0858 0.1511 0.2888
C 0.1291 -0.0892 0.2620
H -0.2233 0.2125 -0.0434
C -0.2216 -0.0146 -0.5970
H -0.0363 -0.0445 -0.2537
C -0.2574 -0.5067 0.5976
C 0.2295 0.4069 -0.0071
H 0.2717 0.2260 -0.0513
C -0.1903 -0.2205 0.0773
H 0.4474 -0.1638 0.0105
C 0.1742 0.0290 0.0524
H -0.0084 -0.2224 0.0198
C -0.0837 -0.0415 0.0119
H -0.3383 -0.0914 0.0416
C 0.1007 0.2742 0.0364
H -0.3090 0.1529 -0.0215
H 0.8545 -0.1220 -0.9681
Cl 0.0242 -0.2286 0.0946
C 0.0506 0.1532 -0.1729
C 0.2108 0.0320 -0.3417
C -0.2225 -0.2790 -0.2272
C 0.7356 -0.8513 0.6583
C -0.1567 0.9376 -0.0066
C -0.0070 -0.0278 0.2203
N 0.4363 2.5980 0.7067
N -0.5387 -2.9443 -0.1189
C 0.0009 0.7690 -1.5625
C -0.2175 -1.2925 -0.0626
C -0.2085 -0.1191 -0.4436
C 0.1197 -0.0232 0.2945
C 0.2231 0.1906 0.0129
N -0.1029 1.0776 0.1409
H -0.0381 0.1010 -0.1991
H -0.0250 -0.2649 -0.1496
H -0.1533 -0.4868 0.1877
H -0.1004 -0.1568 0.5128
H 0.0683 0.1404 0.1305
H -0.2083 0.2984 -0.3005
H -0.0760 -0.2177 -0.1615
H 0.0553 -0.2224 0.2511
H 0.2676 0.1518 0.2434

Summary:
⟨S²⟩: 1.021
Total charge: +1
Spin multiplicity: 2
E_HOMO (spin up / spin down): -9.6320 / -9.6816 eV
Molecular weight: 823.414 u
HOMO-LUMO gap (spin up / spin down): 5.87 / 5.89 eV
DFT total energy: -3907.6627 a.u.

=====

Record 3
Below is 8 unconnected molecules or ions with the total composition C34H38F2N4O2, with properties calculated with ωB97M-V with the def2-TZVPD basis set.

Last column: Löwdin charge in e.
Positions of all 80 atoms, in Å:
F 1.366283 -0.861730 2.673500  0.02
C 2.701761 -0.845615 2.936267  -0.29
C 3.106405 -0.638119 4.236912  -0.02
C 4.457121 -0.618852 4.527517  -0.08
C 5.367384 -0.869678 3.513550  -0.09
C 4.929148 -1.117706 2.217741  -0.08
C 3.574370 -1.101987 1.909733  -0.01
H 2.337821 -0.484115 4.984774  0.12
H 4.818511 -0.520245 5.541909  0.11
H 6.434482 -0.917000 3.689937  0.10
H 5.653749 -1.353744 1.449571  0.11
H 3.238278 -1.267423 0.894960  0.13
F -2.492774 1.813937 -3.222508  0.06
C -1.767680 2.909759 -2.928537  -0.28
C -1.318115 3.726362 -3.932030  -0.02
C -0.433740 4.758928 -3.612425  -0.08
C -0.070991 5.030743 -2.301906  -0.08
C -0.587102 4.215956 -1.303436  -0.09
C -1.427404 3.157525 -1.605485  -0.02
H -1.565854 3.626721 -4.980002  0.12
H -0.070534 5.337358 -4.452423  0.10
H 0.650671 5.806641 -2.089877  0.10
H -0.367973 4.355292 -0.250767  0.10
H -1.923244 2.559551 -0.849981  0.10
C -0.879867 -1.360442 -3.501720  -0.08
C -0.139864 -0.680034 -4.452839  -0.07
C 1.214418 -0.947185 -4.570565  -0.15
N 1.844797 -1.842955 -3.814170  0.05
C 1.109034 -2.563354 -2.986028  -0.16
C -0.245542 -2.334718 -2.752860  -0.08
H -1.938370 -1.158017 -3.393882  0.11
H -0.618530 0.057198 -5.084763  0.10
H 1.831715 -0.347710 -5.230038  0.10
H 1.615982 -3.309427 -2.378716  0.10
H -0.779290 -2.889180 -1.991431  0.08
C 2.941610 2.729993 2.315340  -0.08
C 1.919258 2.851835 1.388637  -0.07
C 2.195583 2.501318 0.077651  -0.15
N 3.422267 2.211957 -0.351129  0.06
C 4.401248 2.140508 0.544191  -0.17
C 4.227423 2.416589 1.893330  -0.08
H 2.760596 2.819675 3.381473  0.11
H 0.939170 3.131897 1.747951  0.09
H 1.470341 2.518690 -0.726910  0.09
H 5.402612 1.972088 0.157023  0.10
H 5.044842 2.288395 2.589413  0.10
C -4.773189 -2.690010 -0.673859  -0.09
C -4.329496 -1.766126 0.246939  -0.08
C -4.875518 -0.491563 0.181111  -0.15
N -5.785869 -0.111814 -0.709793  0.05
C -6.289494 -1.049861 -1.515903  -0.16
C -5.819065 -2.352621 -1.521578  -0.08
H -4.305075 -3.660939 -0.787197  0.10
H -3.581141 -2.032267 0.981059  0.08
H -4.542075 0.298975 0.848589  0.09
H -7.045826 -0.691817 -2.205137  0.10
H -6.211292 -3.089296 -2.211510  0.10
C 1.227658 -4.843993 1.366374  -0.07
C 0.315405 -5.281318 0.426031  -0.07
C -0.923525 -4.657455 0.372699  -0.16
N -1.274813 -3.649181 1.162513  0.07
C -0.397390 -3.271954 2.085264  -0.16
C 0.867522 -3.818082 2.217987  -0.07
H 2.215730 -5.282506 1.436073  0.11
H 0.548093 -6.128435 -0.204762  0.10
H -1.650823 -4.907311 -0.395114  0.10
H -0.716126 -2.479426 2.754190  0.11
H 1.514640 -3.397873 2.974312  0.10
C -2.517629 3.401346 1.869800  -0.16
O -2.700356 2.009392 1.804496  -0.13
H -2.569881 3.880322 0.886597  0.06
H -3.258913 3.812704 2.554205  0.08
H -1.536704 3.693701 2.274959  0.07
H -1.856072 1.544356 1.734835  0.03
C -0.874890 -0.038162 0.004765  -0.08
O -0.271235 0.736255 1.075943  -0.15
H -0.208831 -0.884539 -0.158468  0.07
H -1.827200 -0.410543 0.387454  0.06
H -1.022716 0.572872 -0.874406  0.06
H 0.126078 0.127520 1.704580  0.05

Forces on the atoms, in the same order (eV/Å):
F 0.0415 0.0385 0.1894
C 0.0004 -0.1444 -0.0265
C -0.5520 0.2843 0.1831
C 0.3115 -0.4228 -0.0174
C 0.2297 -0.1450 -0.4984
C -0.0303 -0.0194 0.1501
C 0.3869 0.0379 -0.2649
H 0.1209 0.0185 0.0782
H -0.1608 0.2129 0.0474
H -0.0579 0.0896 0.2510
H -0.0462 0.0925 -0.0627
H -0.1592 -0.0084 0.0504
F -0.2527 0.0848 0.0061
C 0.3659 -0.0155 0.3102
C 0.6239 0.5656 -0.4429
C -0.3986 -0.0126 -0.1148
C 0.2109 -0.3684 -0.2771
C -0.2450 -0.1637 0.4030
C -0.6439 -0.1237 -0.3522
H -0.2282 -0.4652 0.1038
H 0.1497 0.1927 0.2086
H -0.1001 0.0801 0.1163
H 0.1780 0.2712 -0.1099
H 0.2858 -0.0266 0.1421
C -0.1295 -0.1887 -0.2012
C -0.1324 0.1388 -0.1707
C -0.0133 0.3753 0.3849
N 0.2491 -0.2462 -0.5358
C -0.3889 0.0962 0.8820
C 0.0671 -0.0213 -0.0980
H 0.0214 0.0405 0.1387
H 0.0969 0.0508 0.0174
H 0.0170 -0.1381 -0.1173
H 0.1184 0.0048 -0.1645
H 0.0416 -0.0749 -0.0408
C 0.4425 -0.0454 0.3015
C 0.0232 -0.3949 0.4934
C 0.2941 0.5676 -0.5234
N 0.1301 -0.5260 0.0257
C 0.3564 0.8345 0.0692
C -0.4103 -0.5532 -0.2080
H -0.1337 0.3302 -0.0935
H -0.1525 -0.1158 -0.3148
H -0.3343 0.0288 0.3038
H -0.0891 -0.2543 -0.0361
H 0.0014 0.1012 0.0275
C -0.1627 -0.2946 -0.3072
C -0.0048 0.0591 0.0312
C 0.1484 0.4490 0.1973
N -0.3499 -0.1954 0.0500
C 0.3453 0.2855 0.1290
C 0.0823 -0.0595 -0.3160
H -0.0924 -0.0667 0.3246
H 0.1115 0.0850 -0.0728
H 0.1084 -0.1174 0.0394
H -0.0814 -0.2332 -0.0306
H -0.0408 0.0996 -0.0466
C 0.4040 0.0396 0.1704
C -0.1937 -0.2829 0.1114
C 0.0571 0.2152 -0.5230
N -0.1691 -0.0523 0.1681
C -0.0942 0.1846 0.0781
C -0.2227 0.2561 0.1094
H -0.0473 -0.0762 -0.0282
H -0.0481 0.1171 -0.1730
H 0.0520 -0.2511 0.0931
H -0.0007 0.0353 -0.0399
H 0.2037 -0.2392 -0.0302
C 0.6138 0.2853 0.2238
O -0.3496 -0.2612 0.0158
H -0.3502 -0.0232 0.0402
H -0.1447 0.0972 -0.2223
H -0.0517 -0.2452 0.0613
H 0.3241 0.1847 -0.1400
C 0.3807 -0.4519 1.6158
O -0.5083 0.4575 -0.5510
H -0.1591 -0.0542 -0.5768
H -0.1308 -0.0856 -0.4377
H 0.1981 0.0799 -0.0684
H 0.0674 -0.0034 -0.1080

Summary:
Relative energy (zero: lowest compared OMol25 entry of this formula, charge and spin): 0.00 kcal per mole
Total charge: 0
E_HOMO: -9.2633 eV
Molecular weight: 572.700 u
HOMO-LUMO gap: 9.81 eV
DFT total energy: -1887.5564 a.u.
SMILES string: Fc1ccccc1.Fc1ccccc1.c1ccncc1.c1ccncc1.c1ccncc1.c1ccncc1.CO.CO